(1)
Here is one molecule with the formula C4H7O2P at a distorted geometry from the OMol25 dataset. Energies are from the ωB97M-V functional and the def2-TZVPD basis.

Summary:
- ΔE to the lowest compared entry with this formula, charge and spin (kJ/mol) = 199.9
- net charge = 0
- lowest unoccupied orbital energy (alpha / beta) (eV) = -0.35 / -0.35

Last column: Löwdin charge in e.
Geometry (Å):
C 0.84103 0.71973 -0.18613  -0.2435
C 0.92872 -0.81233 -0.64211  -0.1676
C -0.41726 1.11830 0.50223  -0.3200
C 0.07437 -1.54451 0.21228  -0.2351
O -3.09075 0.64090 0.05435  -0.4483
O -1.10738 -1.27282 0.53104  -0.1107
P -1.78506 0.21419 -0.43192  0.7782
H 1.67757 0.90184 0.50148  0.1121
H 1.01476 1.29257 -1.03855  0.0839
H 0.43423 -0.87774 -1.61682  0.1171
H 2.05807 -1.06611 -0.58479  0.1580
H -0.30511 0.96893 1.56180  0.0870
H -0.91497 2.04832 0.42046  0.0587
H 0.59176 -2.33128 0.71666  0.1302

***

(2)
Here is a 2-piece molecular cluster, C4H7O3 overall at a distorted geometry from the OMol25 dataset. Energies are from the ωB97M-V functional and the def2-TZVPD basis.

Summary:
- ΔE to the lowest compared entry with this formula, charge and spin (kJ/mol) = 77.9
- net charge = -1
- lowest unoccupied orbital energy (eV) = 4.15

Last column: Löwdin charge in e.
Geometry (Å):
O 1.35010 1.21766 0.01828  -0.1061
C 0.67897 0.76312 -0.94421  -0.7857
O -0.49911 0.26850 -0.93762  -0.1185
C 1.32242 1.01988 -2.30138  -0.0684
H 0.57039 1.01479 -3.13320  0.0629
H 1.87131 1.92844 -2.28859  0.0327
H 1.99735 0.08034 -2.41575  0.0928
O -0.15645 -2.53372 1.62501  -0.0366
C -0.33567 -1.31759 1.56456  -0.3063
C -1.60265 -0.54933 1.94614  -0.0685
H 0.42189 -0.70840 0.99004  0.0888
H -2.28798 -1.25489 2.47138  0.0706
H -2.02299 -0.27297 0.93216  0.0822
H -1.30760 0.34418 2.47319  0.0600

***

(3)
Here is C4H7O3 as an isolated structure at a distorted geometry from the OMol25 dataset. Energies are from the ωB97M-V functional and the def2-TZVPD basis.

Summary:
- <S²> = 2.008
- net charge = -1
- lowest unoccupied orbital energy (alpha / beta) (eV) = 4.22 / 3.62
- multiplicity = 3

Last column: Löwdin charge in e.
Geometry (Å):
C 2.39364 0.04041 -0.09236  -0.7924
C -1.23847 -0.32542 1.09535  -0.1593
C -0.98093 -0.02738 -1.39317  -0.1337
C -0.79709 0.67286 -0.05577  -0.1803
O 2.39199 -0.71057 -1.03235  0.0090
O 3.13563 0.30128 0.79033  0.0144
O 0.98463 0.65587 0.21058  -0.1620
H -0.62762 -0.23116 2.06127  0.0590
H -1.25859 -1.36454 0.72937  0.0494
H -2.25185 0.02262 1.47054  0.0425
H -1.55811 0.64076 -2.00559  0.0460
H -1.31481 -0.99980 -1.15612  0.0368
H 0.05299 0.02511 -1.63921  0.0356
H 1.06860 1.29995 1.01711  0.1350

***

(4)
Here is one molecule with the formula C4H7O3 at a distorted geometry from the OMol25 dataset. Energies are from the ωB97M-V functional and the def2-TZVPD basis.

Summary:
- <S²> = 0.755
- ΔE to the lowest compared entry with this formula, charge and spin (kJ/mol) = 0.0
- net charge = 0
- lowest unoccupied orbital energy (alpha / beta) (eV) = 0.78 / -3.61
- multiplicity = 2

Last column: Löwdin charge in e.
Geometry (Å):
O -1.19984 1.80913 0.67683  0.1058
C -0.86726 0.69305 1.02260  -0.5764
O -1.53057 -0.25106 1.55994  0.2599
C 0.54270 0.22255 0.54954  -0.0420
C 0.56938 -0.30024 -0.91135  -0.4012
C 1.86237 -0.18800 -1.69094  -0.0289
O 0.11830 -1.66624 -0.83022  -0.0599
H 1.10433 1.14106 0.58230  0.1275
H 1.05126 -0.47969 1.17554  0.1196
H -0.30175 0.21343 -1.37536  0.1491
H 2.73520 -0.00977 -1.01994  0.0890
H 1.90474 0.53243 -2.51437  0.0857
H 2.11918 -1.21414 -1.97572  0.0846
H -0.27175 -1.78694 0.06649  0.0871

***

(5)
Here is C4H7O3Rb as an isolated structure at a distorted geometry from the OMol25 dataset. Energies are from the ωB97M-V functional and the def2-TZVPD basis.

Summary:
- ΔE to the lowest compared entry with this formula, charge and spin (kJ/mol) = 158.9
- net charge = 0
- lowest unoccupied orbital energy (eV) = -0.99

Last column: Löwdin charge in e.
Geometry (Å):
C -3.12429 -0.03239 0.88079  -0.0583
H -3.37555 1.03154 0.95115  0.0855
H -2.61110 -0.37348 1.79268  0.0826
H -4.03998 -0.63662 0.79145  0.0905
O 2.34251 0.40319 0.56415  -0.2056
C 1.59989 0.57323 -0.55289  -0.4504
O 1.49962 1.77447 -0.87948  -0.2138
Rb -0.04619 1.72831 -3.90715  0.8173
O -2.34825 0.33077 -1.34576  -0.0302
C -2.25589 -0.30396 -0.29526  -0.2954
H -1.78366 -1.30716 -0.32423  0.1204
C 3.34080 -0.60212 0.56909  -0.1448
H 3.30170 -1.20524 -0.34796  0.0589
H 4.31755 -0.11310 0.67412  0.0742
H 3.18285 -1.26745 1.42930  0.0692

***

(6)
Here is a 2-piece molecular cluster, C4H7O4 overall at a distorted geometry from the OMol25 dataset. Energies are from the ωB97M-V functional and the def2-TZVPD basis.

Summary:
- <S²> = 1.756
- ΔE to the lowest compared entry with this formula, charge and spin (kJ/mol) = 338.2
- net charge = 0
- lowest unoccupied orbital energy (alpha / beta) (eV) = -1.09 / -1.66
- multiplicity = 2

Last column: Löwdin charge in e.
Geometry (Å):
C 0.28424 -1.83002 1.86303  0.0249
C -0.40638 -1.13649 0.93442  -0.1271
C 0.35823 -0.41542 -0.12082  -0.4231
C -0.20623 0.99122 -0.49350  -0.3159
O 0.86434 1.48500 -1.02959  0.0628
O -0.10916 3.81282 -1.42197  0.0080
O -1.15687 3.32541 -1.87696  -0.0049
O 0.20713 -1.00624 -1.39966  -0.0314
H -0.17660 -2.39536 2.67160  0.0530
H 1.38288 -1.79608 1.81579  0.0653
H -1.49695 -1.03625 0.80816  0.1189
H 1.42212 -0.40224 0.17484  0.1411
H -1.15604 0.81850 -1.05721  0.1603
H -0.42517 1.47859 0.48616  0.1555
H 0.61446 -1.89344 -1.35428  0.1125

***

Calculated electronic energy (a.u.), listed in the same order as above: -648.386453 -382.379039 -382.164899 -382.242646 -406.306384 -457.270525